(1)
This record from the Open Molecules 2025 dataset describes a 27-piece molecular cluster, C27H97BN4O29S overall at a distorted geometry. The level of theory is ωB97M-V/def2-TZVPD.

Computed properties:
**F_max**: 1.7 eV Å⁻¹
**Kohn-Sham gap**: 8.486 eV
**Total charge**: 0
**2S+1**: 1
**E_HOMO**: -8.777 eV

Each line ends with the Mulliken charge.
Atoms and positions in Å:
C -3.25 -3.97 1.97  -1.54
C -2.85 -2.90 0.92  0.19
B -2.54 -1.51 1.60  0.92
O -3.56 -0.89 2.26  -0.66
C -1.08 -0.85 1.53  0.19
C -0.87 0.42 1.07  -0.12
O -1.88 1.24 0.64  -0.18
C -2.57 0.89 -0.58  -1.90
C -1.70 0.61 -1.80  2.18
C -0.90 1.91 -2.14  -2.03
C -2.64 0.31 -3.00  -1.80
C -2.97 -1.15 -3.32  1.30
C -1.80 -2.13 -3.19  -1.49
C -4.18 -1.71 -2.55  -1.39
C 0.44 0.98 1.10  1.28
C 0.75 2.41 0.73  -0.99
C 0.98 3.21 2.04  -0.75
C 1.99 4.35 1.91  -0.44
C 1.69 5.24 0.72  -0.74
N 2.79 6.18 0.43  -0.19
C 3.74 5.68 -0.49  0.19
C 4.58 6.63 -1.29  -0.89
O 3.91 4.48 -0.66  -0.52
C 1.46 0.22 1.55  -0.49
C 1.29 -1.09 2.01  -0.30
N 2.41 -1.75 2.40  0.80
C 2.17 -2.98 2.81  0.45
C 3.38 -3.78 3.23  -1.40
C 3.81 -3.53 4.68  -0.48
C 2.89 -4.13 5.75  -0.07
C 3.39 -3.83 7.16  -0.79
N 4.53 -4.70 7.48  -0.62
C 0.85 -3.53 2.86  -0.77
S 0.55 -5.21 3.41  -0.14
N -0.20 -2.87 2.48  -0.16
C 0.01 -1.61 2.01  0.10
H -2.68 -3.86 2.89  0.37
H -4.30 -3.89 2.23  0.29
H -3.12 -4.96 1.55  0.22
H -3.69 -2.83 0.24  0.15
H -2.00 -3.28 0.35  0.13
H -3.26 -0.22 2.89  0.36
H -3.28 0.07 -0.42  -0.08
H -3.18 1.76 -0.82  0.61
H -0.95 -0.16 -1.63  0.40
H -1.00 2.19 -3.18  0.74
H -1.25 2.75 -1.54  0.29
H 0.16 1.76 -1.96  0.13
H -2.28 0.78 -3.91  0.96
H -3.59 0.80 -2.77  0.27
H -3.26 -1.17 -4.37  0.09
H -1.52 -2.18 -2.13  0.08
H -2.18 -3.13 -3.42  0.58
H -0.95 -1.89 -3.81  0.21
H -5.12 -1.38 -3.00  0.25
H -4.14 -1.53 -1.48  -0.06
H -4.16 -2.79 -2.68  0.52
H 1.62 2.48 0.08  0.65
H -0.13 2.84 0.26  0.01
H 1.19 2.54 2.87  0.23
H 0.02 3.68 2.29  0.27
H 1.91 4.96 2.81  0.42
H 3.01 3.97 1.85  0.16
H 0.80 5.83 0.92  0.47
H 1.49 4.68 -0.19  0.27
H 3.30 6.42 1.28  0.46
H 4.02 7.11 -2.09  0.24
H 5.07 7.37 -0.66  0.25
H 5.37 6.05 -1.77  0.31
H 2.45 0.64 1.57  0.18
H 4.19 -3.44 2.59  0.30
H 3.25 -4.83 3.01  0.55
H 3.97 -2.47 4.87  0.22
H 4.78 -4.01 4.83  0.36
H 1.89 -3.72 5.59  0.23
H 2.80 -5.20 5.57  0.21
H 3.70 -2.79 7.17  0.33
H 2.54 -3.98 7.84  0.37
H 4.23 -5.66 7.32  0.24
H 4.72 -4.60 8.47  0.26
H 0.67 -5.81 2.21  0.17
O 0.16 1.31 4.52  -0.56
H -0.11 0.86 3.71  0.29
H -0.65 1.36 5.05  0.24
O -4.88 -2.83 -5.64  -0.57
H -4.91 -2.38 -6.49  0.24
H -4.36 -3.62 -5.82  0.27
O 3.50 -7.52 6.45  -0.62
H 4.13 -8.23 6.66  0.28
H 2.64 -7.94 6.54  0.30
O -4.57 -6.41 0.28  -0.57
H -4.11 -7.21 0.53  0.28
H -5.50 -6.66 0.24  0.30
O -4.92 -3.16 -8.77  -0.64
H -5.38 -3.79 -9.33  0.34
H -4.48 -2.57 -9.39  0.31
O 3.76 -5.24 0.15  -0.61
H 4.24 -5.21 -0.68  0.29
H 3.57 -4.32 0.35  0.31
O -4.68 -6.00 -7.67  -0.61
H -3.77 -6.30 -7.62  0.31
H -4.64 -5.14 -8.11  0.29
O -7.80 -6.71 -7.08  -0.65
H -6.94 -6.57 -7.49  0.32
H -7.68 -6.39 -6.18  0.32
O 3.59 8.86 2.12  -0.66
H 3.25 8.17 1.54  0.40
H 4.04 9.47 1.54  0.33
O 1.35 0.15 7.38  -0.68
H 1.35 0.61 6.53  0.34
H 1.94 -0.59 7.23  0.32
O -5.78 1.25 -2.10  -0.58
H -5.97 0.82 -1.26  0.30
H -6.57 1.10 -2.63  0.28
O 3.52 0.28 5.56  -0.51
H 4.03 0.86 6.14  0.24
H 3.67 0.64 4.68  0.24
O -7.37 -6.21 1.55  -0.62
H -7.02 -6.56 2.38  0.32
H -8.11 -5.66 1.82  0.30
O 4.03 12.08 3.39  -0.64
H 4.56 11.30 3.59  0.32
H 3.14 11.74 3.29  0.32
O 4.11 2.06 2.19  -0.60
H 4.09 2.52 1.34  0.25
H 4.76 1.36 2.06  0.29
O -0.83 -2.28 -6.17  -0.60
H 0.09 -2.58 -6.14  0.28
H -0.77 -1.40 -6.57  0.30
O -7.81 -1.64 -8.67  -0.64
H -6.93 -1.98 -8.86  0.34
H -7.86 -1.65 -7.71  0.32
O -0.41 0.69 -5.84  -0.60
H -0.35 0.87 -4.90  0.39
H 0.31 1.19 -6.24  0.29
O 6.93 8.70 -0.96  -0.59
H 7.86 8.51 -0.80  0.28
H 6.93 9.57 -1.36  0.30
O 2.63 -1.81 -1.10  -0.66
H 2.57 -1.56 -0.17  0.35
H 3.38 -1.30 -1.44  0.29
O 1.64 6.69 -3.55  -0.71
H 2.03 6.27 -2.77  0.36
H 0.83 7.08 -3.23  0.32
O 1.98 1.59 -7.38  -0.62
H 2.90 1.30 -7.35  0.29
H 2.01 2.45 -7.80  0.30
O 3.19 7.67 -5.84  -0.63
H 2.77 7.48 -4.99  0.36
H 3.80 6.94 -5.98  0.30
O -3.24 1.78 3.21  -0.72
H -2.79 1.91 2.36  0.28
H -3.39 2.67 3.54  0.27
O -4.28 4.49 2.98  -0.60
H -3.67 5.14 2.62  0.30
H -5.11 4.65 2.51  0.31
O 5.66 -1.16 2.80  -0.70
H 6.23 -1.90 3.01  0.38
H 4.77 -1.54 2.76  0.20

***

(2)
This record from the Open Molecules 2025 dataset describes C28H17F2N3O6Pd as an isolated structure at a distorted geometry. The level of theory is ωB97M-V/def2-TZVPD.

Computed properties:
**F_max**: 6.9 eV Å⁻¹
**Kohn-Sham gap (alpha / beta)**: 3.498 / 3.498 eV
**Total charge**: -2
**2S+1**: 1
**E_HOMO (alpha / beta)**: 0.866 / 0.866 eV

Each line ends with the Mulliken charge.
Atoms and positions in Å:
Pd 0.30 1.93 0.39  0.19
O 4.26 1.93 2.23  -0.52
C 3.12 1.91 1.84  -0.13
O 2.54 1.82 0.77  -0.38
C 1.92 2.14 3.25  0.21
O 2.48 1.89 4.28  -0.59
O 0.88 2.56 2.82  -0.34
F -4.86 0.33 0.46  -0.36
C -3.95 1.36 0.39  0.43
C -2.59 1.08 0.29  -0.19
C -1.67 2.11 0.25  -0.17
C -2.12 3.47 0.29  -0.11
C -3.51 3.68 0.36  0.27
F -4.04 4.96 0.38  -0.37
C -4.43 2.66 0.43  -0.86
C -1.09 4.45 0.30  0.80
C -1.24 5.85 0.38  -0.78
C -0.14 6.68 0.44  -0.21
C 1.15 6.10 0.39  -0.87
C 1.24 4.73 0.29  -0.09
N 0.20 3.92 0.24  0.10
H -2.28 0.04 0.24  0.46
H -5.48 2.86 0.51  0.45
H -2.23 6.28 0.41  0.44
H -0.26 7.75 0.53  0.40
H 2.03 6.72 0.42  0.38
H 2.22 4.26 0.23  0.51
O 0.17 -0.49 2.64  -0.67
C 0.27 -0.88 1.49  -0.47
N 0.30 -2.21 1.12  0.01
C 0.52 -2.36 -0.30  3.36
C 0.52 -0.85 -0.72  -0.54
O 0.65 -0.45 -1.87  -0.71
N 0.33 -0.11 0.37  0.64
C -0.66 -3.01 -0.99  -0.92
C -1.83 -3.30 -0.31  -0.36
C -2.90 -3.87 -0.96  -0.88
C -2.83 -4.15 -2.32  -0.32
C -1.67 -3.84 -3.01  -0.84
C -0.59 -3.27 -2.36  -0.24
C 1.82 -3.09 -0.57  -0.40
C 1.86 -4.48 -0.44  -0.24
C 3.05 -5.17 -0.57  -0.76
C 4.23 -4.48 -0.83  -0.37
C 4.19 -3.10 -0.96  -0.86
C 3.01 -2.41 -0.83  -0.36
H 0.55 -2.93 1.78  0.25
H -1.90 -3.07 0.75  0.42
H -3.81 -4.10 -0.41  0.39
H -3.68 -4.59 -2.83  0.38
H -1.62 -4.03 -4.08  0.38
H 0.31 -3.02 -2.90  0.45
H 0.94 -5.02 -0.24  0.38
H 3.06 -6.25 -0.46  0.35
H 5.16 -5.02 -0.92  0.37
H 5.11 -2.56 -1.17  0.41
H 2.99 -1.33 -0.92  0.51